1.
Entry from the OMol25 dataset: a structure of composition C8H16CsO4S2 in a non-equilibrium geometry (ωB97M-V/def2-TZVPD).

Its molar mass is 373.3 g mol⁻¹. The orbital gap comes out at 10.163 eV. For the HOMO energy, the calculation gives -13.31 eV. Its total charge is +1. The value obtained for the electronic energy is -38958.829 eV. As for the LUMO energy: -3.14 eV.

Positions of all 31 atoms, in Å:
Cs  36.26595  -34.90142  29.01656
C  34.51172  -36.98741  33.66268
C  33.57426  -35.93569  33.05045
C  32.76056  -36.67023  32.00237
S  33.95460  -37.70548  31.17238
O  34.52808  -36.97911  30.04651
O  33.41130  -39.01304  30.95971
C  35.15767  -37.72932  32.52322
H  33.91985  -37.67277  34.27216
H  35.25121  -36.53015  34.31846
H  34.14120  -35.12524  32.57858
H  32.95341  -35.47773  33.81716
H  32.20716  -36.06271  31.29220
H  32.07050  -37.36673  32.48304
H  36.05056  -37.24765  32.11954
H  35.41127  -38.77826  32.66262
C  40.48229  -36.78894  25.10616
C  40.43809  -37.76094  26.27673
C  39.05617  -38.38654  26.26279
S  37.95592  -37.09857  25.66481
O  37.18966  -36.55070  26.77964
O  37.24414  -37.54754  24.51057
C  39.24148  -35.93295  25.20935
H  40.45062  -37.36124  24.17228
H  41.38916  -36.18936  25.04465
H  40.62045  -37.22845  27.21628
H  41.21109  -38.52578  26.21588
H  38.69422  -38.73191  27.22567
H  38.97765  -39.15758  25.49651
H  39.24412  -35.22198  26.03661
H  38.92978  -35.44165  24.29112

=====

2.
Entry from the OMol25 dataset: the ion C8H16INO4P with charge -1 in a non-equilibrium geometry (ωB97M-V/def2-TZVPD).

Its molar mass is 348.1 g mol⁻¹. The structure (SMILES) is CCOC(=O)[C@H](CC(C)C)N[P@@](=O)([O-])I. The orbital gap comes out at 7.950 eV. For the HOMO energy, the calculation gives -5.13 eV. Its total charge is -1. The value obtained for the electronic energy is -35629.215 eV. As for the LUMO energy: 2.82 eV.

Positions of all 31 atoms, in Å:
C  0.01207  4.27387  -0.32991
C  1.19551  3.35123  -0.06531
O  0.75577  1.95932  -0.26745
C  0.89533  1.08081  0.59683
O  1.15306  1.26507  1.77780
C  0.50305  -0.36829  0.15053
C  -0.92516  -0.54192  0.46096
C  -1.48465  -1.93282  0.14250
C  -2.97775  -1.95030  0.35353
C  -1.07496  -2.39715  -1.29013
N  1.36785  -1.21855  0.85976
P  2.58576  -1.86546  -0.01100
O  3.42415  -2.88244  0.72690
O  2.13713  -2.15837  -1.41195
I  4.00097  0.22163  -0.24055
H  -0.73784  4.01000  -1.15899
H  -0.55714  4.32267  0.66739
H  0.37372  5.32670  -0.54727
H  1.52524  3.39212  0.98876
H  2.04372  3.65659  -0.75651
H  0.73689  -0.42420  -0.88201
H  -1.56019  0.11954  -0.10178
H  -1.12696  -0.42206  1.48325
H  -0.96989  -2.67013  0.75931
H  -3.31932  -1.50162  -0.62559
H  -3.10530  -1.38137  1.20334
H  -3.35470  -2.90565  0.44074
H  -1.62385  -1.68257  -1.84074
H  -1.55102  -3.26104  -1.61802
H  0.04256  -2.42936  -1.33287
H  1.61595  -0.98625  1.86849

=====

3.
Entry from the OMol25 dataset: a structure of composition C8H16LaO4 in a non-equilibrium geometry (ωB97M-V/def2-TZVPD).

Its molar mass is 315.1 g mol⁻¹. The orbital gap comes out at 4.562 eV. For the HOMO energy, the calculation gives -19.29 eV. Its total charge is +3. The value obtained for the electronic energy is -17568.676 eV. As for the LUMO energy: -14.72 eV.

Positions of all 29 atoms, in Å:
C  2.79600  -1.65890  1.61025
O  2.44667  -1.95798  0.34108
C  2.39719  -0.86379  -0.55261
C  0.99809  -0.19016  -0.43056
O  1.19860  1.23442  -0.64492
C  0.29113  2.10258  0.07370
C  -1.16814  1.67348  0.15735
C  -1.70395  1.43875  -1.27656
O  -2.75226  0.49220  -1.29825
C  -2.37542  -0.79586  -1.02338
C  -3.19601  -1.45588  0.03445
O  -1.44565  -1.30141  -1.59575
H  2.17587  -0.74767  1.92526
H  3.87007  -1.38563  1.74345
H  2.46434  -2.45260  2.28405
H  3.17814  -0.09276  -0.32246
H  2.59649  -1.26292  -1.54664
H  0.59531  -0.43544  0.56464
H  0.34731  -0.61316  -1.21378
H  0.33483  3.08237  -0.40686
H  0.68397  2.32863  1.12363
H  -1.71232  2.48258  0.64884
H  -1.31363  0.80246  0.80434
H  -0.90239  1.09532  -1.93363
H  -2.13770  2.35501  -1.66517
H  -4.13282  -0.94148  0.22200
H  -2.61165  -1.50056  0.95743
H  -3.39767  -2.48421  -0.25957
La  2.47561  1.05264  1.67966

=====

4.
Entry from the OMol25 dataset: a structure of composition C8H16MnNO4Se2 (ωB97M-V/def2-TZVPD).

Its molar mass is 403.1 g mol⁻¹. The orbital gap (alpha / beta) comes out at 7.795 / 7.705 eV. For the HOMO energy (alpha / beta), the calculation gives -11.81 / -11.87 eV. As for the expectation value of S²: 3.78. Its total charge is +1. Its multiplicity is 4. The value obtained for the electronic energy is -180243.357 eV. As for the LUMO energy (alpha / beta): -4.02 / -4.16 eV.

Positions of all 32 atoms, in Å:
Mn  -0.73730  0.81698  0.00268
N  -1.53236  2.58200  0.75697
C  -1.80588  3.58153  -0.32147
C  -2.86653  3.08586  -1.28412
C  -2.44325  1.94864  -2.20353
O  -2.86702  1.86672  -3.32679
O  -1.61566  1.05531  -1.69006
H  -2.42128  2.36793  1.20683
H  -0.97382  3.02898  1.47838
H  -0.86636  3.76625  -0.84378
H  -2.12559  4.52100  0.13099
H  -3.19833  3.90705  -1.91680
H  -3.75073  2.75478  -0.72746
O  2.94325  -3.22573  1.73479
C  2.29321  -3.14244  0.48609
C  1.45606  -1.84439  0.46874
C  0.84824  -1.77689  -0.93700
O  -0.23796  -0.84874  -0.98531
C  0.38232  -1.97839  1.55673
Se  -0.26727  -0.26268  2.26682
C  2.40625  -0.68366  0.77092
Se  1.49284  0.96612  1.27334
H  3.44821  -4.04344  1.78640
H  1.62182  -3.99276  0.32658
H  3.01245  -3.11702  -0.34063
H  0.46737  -2.76185  -1.21534
H  1.61230  -1.48420  -1.66026
H  -0.62590  -0.72628  -1.87212
H  0.78552  -2.51374  2.41133
H  -0.50208  -2.48882  1.17648
H  3.00153  -0.42635  -0.10623
H  3.06594  -0.93174  1.59683

=====

5.
Entry from the OMol25 dataset: a cluster of 2 separate species, C8H16N2 in total in a non-equilibrium geometry (ωB97M-V/def2-TZVPD).

Its molar mass is 140.2 g mol⁻¹. The structure (SMILES) is Cc1c[nH]cn1.CC(C)C. The orbital gap comes out at 9.439 eV. For the HOMO energy, the calculation gives -8.56 eV. Its total charge is 0. The value obtained for the electronic energy is -11535.405 eV. As for the LUMO energy: 0.88 eV.

Positions of all 26 atoms, in Å:
C  0.46243  0.00804  2.10799
C  -0.02040  -1.25447  1.46593
C  -1.27201  -1.64754  1.10253
N  -1.12529  -2.93255  0.63531
C  0.22165  -3.24876  0.72076
N  0.88689  -2.25185  1.23390
H  0.05274  0.15432  3.11580
H  0.12195  0.80745  1.44108
H  1.52225  0.01077  2.33894
H  -2.20410  -1.11451  1.11113
H  -1.77224  -3.51405  0.11131
H  0.49636  -4.25649  0.46101
C  -0.80256  1.31655  -1.66305
C  -0.06312  2.67719  -1.59555
C  0.71607  2.89205  -0.30134
C  0.94949  2.71874  -2.76624
H  -1.60372  1.28745  -0.92393
H  -0.08410  0.53866  -1.39100
H  -1.13705  1.15766  -2.68452
H  -0.84647  3.39398  -1.86541
H  1.25562  1.97464  -0.08662
H  1.45445  3.68236  -0.39312
H  0.00430  2.99390  0.51116
H  0.45442  2.98173  -3.69643
H  1.61242  3.59101  -2.67954
H  1.61206  1.85575  -2.82831

=====

6.
Entry from the OMol25 dataset: the molecule C8H16N2O in a non-equilibrium geometry (ωB97M-V/def2-TZVPD).

Its molar mass is 156.2 g mol⁻¹. The structure (SMILES) is O=NN1CCCCCCCC1. The orbital gap comes out at 9.837 eV. For the HOMO energy, the calculation gives -9.29 eV. Its total charge is 0. The value obtained for the electronic energy is -13573.645 eV. As for the LUMO energy: 0.55 eV.

Positions of all 27 atoms, in Å:
O  -3.87865  0.07529  0.52613
N  -3.03027  -0.65193  1.09848
N  -1.83014  -0.89875  0.41463
C  -0.79629  -1.25571  1.41602
C  -0.16065  0.16416  1.92607
C  1.39604  -0.06806  1.52978
C  1.75702  -0.19477  -0.08144
C  1.31960  0.89214  -0.89097
C  0.60922  0.66301  -2.12123
C  -0.47391  -0.38373  -1.64137
C  -1.55751  0.10449  -0.56112
H  -1.25304  -1.83557  2.18125
H  0.21843  -1.74417  1.05278
H  -0.25060  1.18172  1.23625
H  -0.66845  0.95434  2.80684
H  2.23371  0.75297  1.85975
H  2.07269  -0.88308  1.94910
H  2.95391  -0.18643  -0.06159
H  1.54885  -1.26733  -0.16327
H  0.75791  1.67462  -0.17183
H  2.14760  1.59175  -1.14207
H  0.31916  1.57683  -2.74173
H  1.40158  0.29334  -2.96443
H  -1.47450  -0.54094  -2.40783
H  0.14211  -1.37767  -1.39581
H  -2.19170  0.26945  -1.44815
H  -1.31212  1.09401  -0.20423

=====

7.
Entry from the OMol25 dataset: the ion C8H16N2O with charge +2 in a non-equilibrium geometry (ωB97M-V/def2-TZVPD).

Its molar mass is 156.2 g mol⁻¹. The structure (SMILES) is C=[N+]1C=[N+](C)[C@H](O)C[C@H](C)C1. The orbital gap comes out at 7.567 eV. For the HOMO energy, the calculation gives -18.43 eV. Its total charge is +2. The value obtained for the electronic energy is -13562.789 eV. As for the LUMO energy: -10.86 eV.

Positions of all 27 atoms, in Å:
C  -0.14717  -2.84506  -0.18302
N  0.11216  -1.58862  0.15156
C  1.33295  -1.03007  -0.00777
N  1.64247  0.22903  0.04060
C  3.07130  0.59435  0.15049
C  0.67854  1.26749  -0.28942
O  0.09838  1.91110  0.81228
C  -0.54664  0.74726  -1.11456
C  -1.70455  -0.00308  -0.31943
C  -2.70269  0.89354  0.33090
C  -0.93670  -0.78605  0.82664
H  0.55272  -3.54015  -0.50921
H  -1.22185  -3.08249  -0.27121
H  2.16165  -1.77396  -0.08799
H  3.51505  0.54850  -0.76411
H  3.59017  -0.04441  0.87769
H  3.19802  1.63164  0.49655
H  1.34730  1.81751  -0.96989
H  0.40960  2.84986  0.71371
H  -1.08822  1.61015  -1.39928
H  -0.18821  0.05295  -1.92268
H  -2.17291  -0.76654  -0.94319
H  -2.11730  1.75179  0.63463
H  -3.21771  0.31456  1.22038
H  -3.58970  1.04518  -0.32106
H  -0.33962  -0.32508  1.62721
H  -1.73703  -1.47940  1.22020

=====

8.
Entry from the OMol25 dataset: the molecule C8H16N2O2 in a non-equilibrium geometry (ωB97M-V/def2-TZVPD).

Its molar mass is 172.2 g mol⁻¹. The structure (SMILES) is C[C@@]12CCCC[C@H]1N(O)CN2O. The orbital gap comes out at 9.612 eV. For the HOMO energy, the calculation gives -8.70 eV. Its total charge is 0. The value obtained for the electronic energy is -15626.776 eV. As for the LUMO energy: 0.92 eV.

Positions of all 28 atoms, in Å:
C  -0.24798  -0.90679  1.98210
C  -0.25086  -0.67202  0.47852
C  -1.52829  -1.27730  -0.11624
C  -2.26559  -0.16838  -0.92831
C  -2.35986  1.13895  -0.13853
C  -0.94170  1.79759  0.21638
C  0.05685  0.71569  -0.03659
N  1.47309  0.91320  0.38224
O  1.97974  1.85387  -0.55058
C  2.06479  -0.40896  0.20217
N  0.99105  -1.42744  -0.00455
O  0.90612  -1.56375  -1.41027
H  0.60815  -0.33504  2.42205
H  -1.22070  -0.58161  2.42955
H  -0.15594  -1.98508  2.13261
H  -1.32904  -2.27419  -0.55592
H  -2.01182  -1.59692  0.79998
H  -3.34006  -0.52470  -1.11249
H  -1.73447  -0.02761  -1.88659
H  -2.93393  0.93674  0.81086
H  -2.84290  1.91371  -0.67554
H  -0.82219  1.98725  1.27576
H  -0.69422  2.72444  -0.32468
H  0.15901  0.48013  -1.11124
H  2.18419  2.65310  -0.01881
H  2.83251  -0.33850  -0.56413
H  2.46559  -0.66450  1.15723
H  1.33587  -2.40112  -1.69272